Entry from the OMol25 dataset: a 10-piece molecular cluster, C34H60N4O14 overall at a distorted geometry (ωB97M-V/def2-TZVPD).

Values from the calculation:
SMILES string = C[N+](=O)[O-].C[N+](=O)[O-].C[N+](=O)[O-].C[N+](=O)[O-].c1ccccc1.c1ccccc1.c1ccccc1.COCCOC.COCCOC.COCCOC
Kohn-Sham gap = 9.071 eV
Highest occupied orbital energy = -9.304 eV
Total energy = -2603.381959 Ha

Atoms and positions in Å:
C (-1.1141, 0.7841, 5.7405)
N (-1.0997, -0.6285, 5.2778)
O (-0.6250, -0.8306, 4.1710)
O (-1.5241, -1.4796, 6.0211)
H (-1.8886, 1.3001, 5.1757)
H (-0.1517, 1.2247, 5.5094)
H (-1.3341, 0.7946, 6.8008)
C (0.8949, 4.5243, -1.6145)
N (0.1865, 5.7042, -2.1648)
O (-0.8996, 5.5233, -2.6673)
O (0.7139, 6.7924, -2.0163)
H (0.7871, 4.5463, -0.5347)
H (1.9533, 4.5890, -1.8431)
H (0.4652, 3.6189, -2.0209)
C (-2.1545, 4.8618, 1.8298)
N (-2.4377, 3.5659, 2.4910)
O (-3.3760, 2.9217, 2.0951)
O (-1.6711, 3.2073, 3.3772)
H (-1.7549, 5.5281, 2.5871)
H (-3.0789, 5.2036, 1.3847)
H (-1.3669, 4.6797, 1.1029)
C (-0.4083, 0.3398, 1.1927)
N (0.0642, 1.3228, 0.1699)
O (-0.4169, 2.4381, 0.2302)
O (0.8471, 0.9267, -0.6677)
H (-1.2156, -0.2641, 0.7926)
H (-0.7686, 0.8980, 2.0517)
H (0.4809, -0.2255, 1.4554)
C (5.4331, 2.1612, -3.1936)
C (4.0492, 2.2243, -3.0746)
C (3.2744, 1.1437, -3.4805)
C (3.8658, -0.0160, -3.9763)
C (5.2449, -0.0400, -4.1465)
C (6.0268, 1.0423, -3.7640)
H (6.0027, 3.0271, -2.8754)
H (3.5465, 3.0820, -2.6490)
H (2.2126, 1.1337, -3.2554)
H (3.2629, -0.8503, -4.3085)
H (5.7091, -0.8734, -4.6605)
H (7.0914, 1.0368, -3.9613)
C (2.3094, 2.7222, 2.0043)
C (3.1495, 3.1684, 0.9993)
C (3.4049, 4.5329, 0.8790)
C (2.7231, 5.4358, 1.6869)
C (1.8301, 5.0001, 2.6580)
C (1.6352, 3.6336, 2.8110)
H (2.1188, 1.6780, 2.2300)
H (3.7780, 2.5020, 0.4183)
H (4.2261, 4.8504, 0.2490)
H (2.8944, 6.5016, 1.5806)
H (1.3575, 5.7572, 3.2683)
H (0.9437, 3.2670, 3.5608)
C (0.0346, -3.8836, -1.0908)
C (-0.4171, -2.5752, -1.2365)
C (-1.6281, -2.3217, -1.8714)
C (-2.2943, -3.3692, -2.4882)
C (-1.7646, -4.6569, -2.4617)
C (-0.5936, -4.9199, -1.7644)
H (0.9636, -4.0523, -0.5562)
H (0.1706, -1.7826, -0.7883)
H (-1.9673, -1.3015, -1.9846)
H (-3.2133, -3.2306, -3.0475)
H (-2.2579, -5.4518, -3.0076)
H (-0.2040, -5.9284, -1.7215)
C (4.2959, -4.5960, 4.1503)
O (4.0254, -3.5434, 3.2744)
C (5.0547, -3.3396, 2.3325)
C (4.7645, -2.1004, 1.5418)
O (3.7597, -2.3815, 0.6035)
C (3.4142, -1.2417, -0.1760)
H (3.5342, -4.6029, 4.9280)
H (5.2576, -4.4825, 4.6789)
H (4.3266, -5.5610, 3.6295)
H (5.2128, -4.1960, 1.6700)
H (5.9934, -3.1537, 2.8836)
H (5.6931, -1.8532, 0.9978)
H (4.4989, -1.2718, 2.2051)
H (2.6689, -1.5674, -0.8948)
H (4.3404, -0.9028, -0.6553)
H (2.9994, -0.4466, 0.4544)
C (-2.9293, 2.2102, -5.0782)
O (-3.6664, 1.1493, -5.6579)
C (-3.9285, 0.0409, -4.8349)
C (-4.3835, 0.3475, -3.4197)
O (-3.2504, 0.5747, -2.5966)
C (-3.5653, 0.5956, -1.2261)
H (-2.4907, 2.7705, -5.9023)
H (-2.0917, 1.8522, -4.4724)
H (-3.5744, 2.8486, -4.4721)
H (-3.0501, -0.6183, -4.7900)
H (-4.7317, -0.5315, -5.3050)
H (-4.9446, -0.5201, -3.0552)
H (-4.9982, 1.2553, -3.4350)
H (-4.0218, -0.3332, -0.8667)
H (-4.2121, 1.4514, -1.0031)
H (-2.6301, 0.7146, -0.6803)
C (-3.7229, -1.7577, 2.7234)
O (-4.3804, -2.8900, 2.2210)
C (-4.1705, -3.0806, 0.8616)
C (-4.9193, -4.2945, 0.3514)
O (-4.7411, -5.5067, 1.0487)
C (-3.4278, -5.7684, 1.4243)
H (-4.0382, -1.5997, 3.7519)
H (-4.0127, -0.8658, 2.1427)
H (-2.6293, -1.8384, 2.6827)
H (-3.1089, -3.1531, 0.5802)
H (-4.5711, -2.2386, 0.2688)
H (-4.5763, -4.4422, -0.6878)
H (-5.9847, -4.0751, 0.2876)
H (-3.0094, -5.0068, 2.0924)
H (-2.7215, -5.8360, 0.5770)
H (-3.3824, -6.7272, 1.9372)